(1)
Below is a molecular structure, C17H22N4O, with properties calculated with ωB97M-V/def2-TZVPD.

Frontier orbital gap   7.734 eV
M   298.39 g mol⁻¹
HOMO   -7.9379 eV
2S+1   1
DFT total energy   -954.72645 Eh
Energy relative to the best compared isomer or geometry (same formula, charge and spin)   359.30 kcal/mol
Lowest unoccupied orbital energy   -0.20 eV

Each line ends with the Mulliken charge.
Atoms and positions in Å:
1 C 6.414 2.827 0.637  -1.04
2 C 5.622 1.529 1.087  0.12
3 C 5.763 0.249 0.162  -0.55
4 C 5.060 -0.846 0.590  -0.82
5 O 3.693 -0.596 0.515  -0.28
6 C 3.040 -0.443 -0.478  -0.71
7 C 2.582 1.084 -0.698  -0.51
8 H 1.967 0.787 -1.768  0.23
9 H 3.473 1.466 -1.029  0.89
10 C 1.690 1.493 0.345  -1.49
11 N 0.625 0.576 0.805  -0.25
12 C -0.419 0.681 -0.159  -0.03
13 N -0.618 1.809 -1.274  -0.26
14 C -1.685 1.765 -1.760  -0.11
15 N -2.741 1.061 -1.901  -0.63
16 C -2.727 0.271 -0.740  0.80
17 C -1.749 0.116 -0.007  -0.21
18 N -1.958 -0.977 0.939  -0.20
19 C -3.304 -1.677 0.608  0.03
20 C -3.939 -2.525 1.345  -0.52
21 C -5.158 -2.847 0.652  -0.64
22 C -5.651 -2.070 -0.148  0.03
23 C -5.028 -1.148 -0.837  -0.53
24 C -3.729 -0.735 -0.290  0.36
25 H -5.378 -0.778 -1.886  0.30
26 H -6.824 -2.381 -0.689  0.11
27 H -5.845 -3.452 1.083  0.47
28 H -3.548 -3.272 2.099  0.29
29 H -1.342 -1.294 1.733  0.22
30 H -1.688 2.660 -2.553  0.22
31 H 0.690 -0.250 1.220  0.36
32 H 2.393 1.454 1.164  0.66
33 H 1.398 2.450 0.152  0.41
34 H 3.618 -0.831 -1.397  0.34
35 H 2.152 -1.141 -0.416  0.35
36 H 5.314 -1.862 0.105  0.32
37 H 5.437 -1.205 1.501  0.46
38 H 5.505 0.779 -0.607  0.48
39 H 6.969 0.062 0.092  0.28
40 H 6.317 1.249 2.225  0.23
41 H 4.597 1.904 1.353  0.00
42 H 6.489 3.713 1.518  0.29
43 H 7.619 2.671 0.424  0.26
44 H 6.067 3.247 -0.430  0.26

Cartesian forces, eV/Å:
2.50 1.47 -0.87
3.45 0.49 4.32
7.38 3.80 3.47
-1.53 -5.31 -1.27
5.90 -1.86 12.47
-5.67 0.62 -10.22
-2.91 -7.34 -6.12
1.30 1.61 2.52
1.74 2.38 -0.06
2.31 -1.95 3.56
-3.12 6.33 -7.21
-3.67 2.66 -0.74
12.20 -3.68 10.13
-6.89 5.48 -10.17
-2.76 -2.96 4.01
-8.65 -0.11 -7.51
10.95 -3.77 8.50
-0.47 -1.80 0.66
8.22 7.66 1.42
-2.70 -5.95 0.65
4.84 -4.09 9.39
-10.19 2.22 -9.54
4.25 5.73 -3.58
-4.91 -1.24 -4.48
0.37 -0.20 2.43
3.47 0.85 1.88
-1.42 -2.74 1.48
-0.25 1.45 -0.86
-1.02 0.87 -1.55
-0.38 -1.38 1.02
1.09 -4.16 2.14
0.01 0.84 1.05
-1.70 2.42 0.12
-0.83 0.76 0.40
0.09 0.78 -0.58
-0.53 1.46 -0.77
-0.55 0.38 2.38
-1.67 1.46 -5.89
-2.96 0.31 0.08
-2.65 0.71 -3.05
0.82 -1.01 -0.22
-0.82 -2.44 -2.59
-3.04 -0.17 0.62
0.37 -0.60 2.56

=====

(2)
Below is a single C17H22N4O2S molecule, with properties calculated with ωB97M-V/def2-TZVPD.

Frontier orbital gap   8.558 eV
M   346.46 g mol⁻¹
HOMO   -8.1809 eV
2S+1   1
DFT total energy   -1428.16204 Eh
Structure (SMILES)   COc1ccc2c(c1)[C@H](C)CC(C)(C)N2C(=O)CSc1ncn[nH]1
Energy relative to the best compared isomer or geometry (same formula, charge and spin)   370.32 kcal/mol
Lowest unoccupied orbital energy   0.38 eV

Each line ends with the Mulliken charge.
Atoms and positions in Å:
1 C -4.988 -2.952 -0.391  -1.20
2 O -4.279 -1.942 0.377  -0.40
3 C -3.210 -1.483 0.011  0.21
4 C -2.586 -1.841 -1.323  -1.46
5 C -1.467 -1.109 -1.373  -0.74
6 C -0.933 -0.311 -0.310  -0.29
7 C -1.549 0.105 0.591  0.46
8 C -2.778 -0.526 0.865  -0.65
9 C -0.979 1.366 1.577  1.57
10 C -1.911 1.749 2.595  -2.09
11 C -0.585 2.131 0.609  -1.65
12 C 0.463 1.952 -0.314  1.48
13 C 0.301 2.608 -1.741  -1.93
14 C 1.831 2.262 0.226  -1.43
15 N 0.346 0.448 -0.803  0.53
16 C 1.319 -0.117 -1.092  0.70
17 O 2.362 0.447 -1.771  -0.89
18 C 1.461 -1.653 -0.785  -0.90
19 S 2.157 -2.088 0.758  -0.22
20 C 3.880 -1.413 0.530  0.47
21 N 4.688 -2.000 1.528  -0.53
22 C 5.939 -1.534 0.940  -0.26
23 N 5.744 -0.740 -0.310  -0.88
24 N 4.378 -0.923 -0.587  0.44
25 H -5.783 -3.311 0.030  0.38
26 H -4.488 -3.743 -0.748  0.51
27 H -5.166 -2.543 -1.433  0.39
28 H -3.074 -2.454 -1.898  0.82
29 H -1.018 -1.210 -2.346  0.66
30 H -3.238 -0.421 1.859  0.26
31 H -0.046 0.770 2.105  0.27
32 H -1.971 0.669 3.294  0.28
33 H -2.737 2.103 2.352  0.55
34 H -1.325 2.450 3.099  0.59
35 H -0.354 3.143 1.166  0.34
36 H -1.437 2.626 -0.050  0.17
37 H 1.186 2.621 -2.385  0.33
38 H 0.385 3.750 -1.728  0.34
39 H -0.614 2.441 -1.952  0.65
40 H 1.891 1.731 1.189  0.44
41 H 2.742 1.965 -0.326  0.42
42 H 1.738 3.336 0.742  0.30
43 H 0.568 -2.049 -1.197  0.75
44 H 2.304 -2.164 -1.652  0.36
45 H 6.844 -1.770 1.294  0.53
46 H 3.991 -0.378 -1.219  0.31

Cartesian forces, eV/Å:
3.25 5.47 -3.81
-8.48 -5.63 1.86
4.46 1.40 -3.74
0.91 5.03 8.17
0.84 -1.09 -1.91
10.08 -3.05 -15.14
-7.93 5.56 14.98
1.40 0.86 1.06
-0.19 -12.61 2.63
6.28 -6.60 4.82
-1.03 13.07 -4.54
3.49 -1.64 -5.73
6.15 4.82 3.45
0.18 1.16 3.37
-11.50 5.85 6.31
14.94 -6.12 -6.29
-3.35 -1.97 2.62
3.42 0.19 -4.82
0.85 0.91 0.55
-2.98 -4.56 2.69
2.34 4.07 -5.26
-7.37 2.76 -4.56
0.84 -3.79 3.47
5.67 -2.53 6.95
-4.75 -1.16 2.95
3.10 -3.19 -0.09
-0.82 0.36 1.24
-1.92 -3.05 -3.68
1.13 0.55 -0.06
-0.13 0.06 -0.84
-1.90 1.67 -1.10
-0.38 3.59 -1.60
-7.60 2.89 -2.35
0.42 1.37 1.79
0.29 -0.97 -1.08
0.62 -1.43 1.35
-0.56 -2.00 -0.22
-0.78 -0.78 1.11
-6.02 -1.62 -2.96
0.27 -0.46 -0.07
-0.93 0.88 -0.03
0.64 -1.81 -1.96
-0.80 -1.27 0.94
-2.39 1.88 2.29
3.31 -0.48 1.28
-3.09 3.37 -4.04

=====

(3)
Below is a single C17H22N6O2S molecule, with properties calculated with ωB97M-V/def2-TZVPD.

Frontier orbital gap   8.704 eV
M   374.47 g mol⁻¹
HOMO   -8.0440 eV
2S+1   1
DFT total energy   -1538.24643 Eh
Structure (SMILES)   CCc1nnc(NC(=O)CCC(=O)N2CCN(c3ccccn3)CC2)s1
Energy relative to the best compared isomer or geometry (same formula, charge and spin)   0.00 kcal/mol
Lowest unoccupied orbital energy   0.66 eV

Each line ends with the Mulliken charge.
Atoms and positions in Å:
1 C -4.759 -3.862 0.522  -1.11
2 C -5.892 -2.839 0.435  -0.35
3 C -5.393 -1.523 -0.031  0.48
4 N -5.743 -0.961 -1.129  -0.44
5 N -5.164 0.213 -1.358  -0.47
6 C -4.348 0.562 -0.421  0.26
7 N -3.643 1.734 -0.432  -0.08
8 C -2.762 2.061 0.557  0.61
9 O -2.599 1.352 1.527  -0.69
10 C -2.026 3.371 0.363  -0.86
11 C -0.527 3.084 0.480  -0.78
12 C -0.134 2.101 -0.616  0.92
13 O -0.929 1.773 -1.481  -0.68
14 N 1.131 1.628 -0.598  0.04
15 C 2.116 1.828 0.442  -0.87
16 C 2.296 0.520 1.227  -0.78
17 N 2.673 -0.550 0.328  0.05
18 C 4.008 -0.798 0.133  0.92
19 C 4.481 -1.756 -0.781  -0.49
20 C 5.837 -1.989 -0.855  -0.56
21 C 6.704 -1.281 -0.030  -0.46
22 C 6.145 -0.367 0.842  -0.45
23 N 4.850 -0.124 0.922  -0.34
24 C 1.682 -0.741 -0.706  -0.95
25 C 1.496 0.558 -1.505  -0.79
26 S -4.221 -0.582 0.892  -0.07
27 H -5.144 -4.820 0.861  0.34
28 H -3.998 -3.524 1.222  0.35
29 H -4.298 -3.997 -0.454  0.32
30 H -6.350 -2.720 1.420  0.25
31 H -6.655 -3.177 -0.268  0.26
32 H -3.672 2.258 -1.294  0.27
33 H -2.256 3.805 -0.609  0.31
34 H -2.330 4.059 1.153  0.35
35 H 0.050 4.005 0.384  0.51
36 H -0.337 2.637 1.457  0.38
37 H 1.829 2.640 1.106  0.44
38 H 3.070 2.084 -0.032  0.35
39 H 3.080 0.632 1.973  0.49
40 H 1.352 0.246 1.708  0.34
41 H 3.808 -2.316 -1.409  0.26
42 H 6.220 -2.722 -1.550  0.40
43 H 7.769 -1.441 -0.065  0.38
44 H 6.760 0.217 1.516  0.38
45 H 1.960 -1.553 -1.375  0.34
46 H 0.733 -1.000 -0.224  0.43
47 H 0.698 0.452 -2.241  0.50
48 H 2.432 0.821 -2.009  0.31

Cartesian forces, eV/Å:
-0.19 0.01 0.02
0.09 -0.23 0.08
0.46 0.38 0.58
-0.85 -1.23 -0.19
0.70 1.51 -0.43
-0.11 -0.81 0.74
-0.11 0.30 -0.09
-0.17 0.55 -0.45
0.24 0.00 0.31
0.29 -0.19 0.07
-0.36 -0.04 -0.15
0.29 0.30 0.21
-0.29 -0.01 -0.16
0.20 -0.12 -0.22
0.11 -0.15 0.44
0.12 0.38 0.20
-0.29 -0.04 0.21
0.42 -0.15 0.11
-0.04 0.00 -0.12
-0.04 0.15 0.10
0.05 -0.02 0.00
0.34 -0.14 -0.12
-0.35 0.12 -0.04
-0.03 0.11 -0.38
-0.21 -0.36 -0.22
-0.58 -0.19 -0.74
0.04 -0.12 0.05
0.11 -0.06 0.05
0.08 -0.03 -0.06
-0.10 -0.05 -0.05
-0.02 0.09 0.06
0.10 -0.04 0.11
-0.02 0.03 0.06
-0.05 -0.03 -0.03
0.06 -0.04 0.08
0.08 0.10 0.00
0.01 0.02 -0.03
-0.05 0.05 0.08
-0.23 0.03 -0.01
0.01 0.04 0.00
-0.05 -0.04 -0.03
0.00 -0.05 -0.04
0.10 0.01 0.02
0.14 -0.01 0.01
-0.05 -0.01 0.05
0.04 -0.03 -0.10
0.16 0.01 0.04
-0.03 -0.03 0.00

=====

(4)
Below is a molecular structure, C17H23AuO3, with properties calculated with ωB97M-V/def2-TZVPD.

Frontier orbital gap (spin up / spin down)   2.140 / 5.378 eV
Charge   -2
<S²>   2.033
M   472.33 g mol⁻¹
HOMO (spin up / spin down)   3.0820 / -1.9668 eV
2S+1   3
DFT total energy   -1022.76606 Eh
Energy relative to the best compared isomer or geometry (same formula, charge and spin)   0.00 kcal/mol
Lowest unoccupied orbital energy (spin up / spin down)   5.22 / 3.41 eV

Each line ends with the Mulliken charge.
Atoms and positions in Å:
1 Au 0.386 0.731 1.474  0.86
2 C -0.975 -0.001 3.088  -0.75
3 C -1.726 0.268 1.834  -0.73
4 C -1.942 -1.011 1.203  -0.27
5 H -2.223 1.211 1.628  0.73
6 C -1.357 -2.016 2.006  -0.35
7 C -0.779 -1.425 3.154  -0.73
8 H -0.311 -1.968 3.973  0.36
9 H -0.871 0.714 3.902  0.60
10 H -2.545 -1.159 0.309  0.28
11 H -1.429 -3.087 1.811  0.48
12 C 2.558 0.766 1.222  -0.66
13 C 3.027 -0.318 2.062  -0.71
14 C 2.756 -1.539 1.413  -0.67
15 H 3.551 -0.197 3.006  0.36
16 C 2.155 -1.281 0.154  -0.04
17 C 2.022 0.136 -0.010  -0.70
18 H 1.817 0.650 -0.944  0.67
19 H 2.789 1.821 1.328  0.60
20 H 3.036 -2.526 1.776  0.39
21 H 1.906 -2.026 -0.597  0.29
22 O -2.292 2.199 -0.365  -0.39
23 C -0.606 -1.703 -3.148  3.39
24 C -1.504 -0.734 -3.412  -2.29
25 C -0.967 -2.936 -2.367  -3.33
26 C 0.796 -1.619 -3.681  -3.04
27 C -1.830 1.648 -1.343  0.47
28 H -2.544 -0.809 -3.084  0.60
29 H -1.217 0.144 -3.992  0.05
30 H -0.732 1.637 -1.578  0.10
31 H -2.467 1.105 -2.084  0.01
32 H -1.000 -3.816 -3.031  1.27
33 H -1.949 -2.846 -1.878  0.14
34 H -0.213 -3.147 -1.592  0.21
35 H 0.893 -2.206 -4.608  1.66
36 H 1.518 -2.023 -2.958  0.16
37 H 1.078 -0.583 -3.914  -0.15
38 C 0.144 4.148 1.953  -0.96
39 C 0.231 3.814 0.485  0.58
40 O -0.150 4.669 -0.335  -0.74
41 O 0.675 2.632 0.154  -0.52
42 H 0.187 5.226 2.117  0.33
43 H 0.927 3.657 2.536  0.22
44 H -0.825 3.797 2.329  0.18

Cartesian forces, eV/Å:
-0.60 0.14 0.28
-0.71 0.06 -1.27
0.70 -0.13 1.60
0.08 -0.13 0.72
-0.08 -0.37 -0.07
-0.53 0.28 0.24
-0.48 -0.10 -0.57
0.05 0.19 -0.27
-0.02 -0.26 -0.14
0.37 -0.01 0.10
0.26 0.38 -0.04
-0.24 -0.87 -0.86
-0.05 -0.77 -0.73
0.72 0.63 0.32
-0.24 -0.02 -0.08
0.14 1.17 0.01
1.37 -0.80 0.62
-0.19 -0.03 0.35
0.11 -0.25 -0.11
-0.24 0.23 0.05
-0.10 0.22 0.20
0.17 -0.46 -0.96
-0.51 0.98 0.34
0.28 -0.75 -0.03
-0.03 0.00 0.03
0.09 -0.01 0.08
0.05 0.23 0.17
0.33 -0.03 -0.11
-0.12 -0.14 0.11
-0.59 0.15 0.38
0.14 0.36 0.40
0.06 0.00 0.01
0.28 0.01 -0.21
-0.22 0.02 -0.21
0.00 -0.12 0.06
-0.09 0.09 -0.23
-0.11 -0.25 0.06
-0.06 0.02 0.71
0.00 -0.80 -1.71
0.40 -0.33 0.57
-0.45 1.63 0.42
0.00 -0.05 -0.13
-0.06 -0.05 -0.06
0.10 -0.04 -0.05

=====

(5)
Below is a molecular structure, C17H23CeF5NO2P2, with properties calculated with ωB97M-V/def2-TZVPD.

Frontier orbital gap (spin up / spin down)   3.448 / 3.634 eV
Charge   +2
<S²>   0.754
M   570.43 g mol⁻¹
HOMO (spin up / spin down)   -11.2122 / -11.2990 eV
2S+1   2
DFT total energy   -2523.17934 Eh
Energy relative to the best compared isomer or geometry (same formula, charge and spin)   112.43 kcal/mol
Lowest unoccupied orbital energy (spin up / spin down)   -7.76 / -7.66 eV

Each line ends with the Mulliken charge.
Atoms and positions in Å:
1 Ce 1.130 -0.814 0.793  1.38
2 P -3.168 0.051 -0.828  0.35
3 C -1.699 -0.770 -1.648  -1.33
4 C -0.717 0.321 -2.042  0.25
5 N 0.417 0.409 -1.306  0.27
6 C 1.398 1.290 -1.579  0.66
7 C 1.205 2.199 -2.646  -0.87
8 C -0.006 2.214 -3.343  -0.75
9 C -0.993 1.257 -3.049  -0.28
10 C 2.587 1.314 -0.610  -1.51
11 P 3.422 -0.386 -0.418  0.61
12 H -1.991 1.277 -3.530  0.40
13 H 2.017 2.868 -2.829  0.55
14 H -0.157 2.962 -4.141  0.44
15 H 3.387 1.978 -0.942  0.75
16 H 2.263 1.653 0.376  0.29
17 H -1.249 -1.613 -1.187  0.65
18 H -2.145 -1.167 -2.577  0.33
19 H -2.488 -5.021 -4.868  0.32
20 O -1.695 -4.603 -5.184  -0.65
21 H -2.003 -4.075 -5.946  0.33
22 H -3.893 -0.782 0.318  0.40
23 O -3.169 -1.171 0.879  -0.65
24 H -2.732 -1.957 0.473  0.41
25 C 3.845 -0.799 -2.128  -1.07
26 H 4.919 -0.608 -2.270  0.38
27 H 3.604 -1.865 -2.244  0.37
28 H 3.247 -0.204 -2.831  0.30
29 C 5.033 0.126 0.281  -1.09
30 H 5.104 -0.337 1.281  0.36
31 H 5.826 -0.281 -0.378  0.41
32 H 5.090 1.232 0.369  0.35
33 C -2.909 1.508 0.145  -0.76
34 H -3.041 2.236 -0.683  0.34
35 H -3.758 1.633 0.866  0.44
36 H -1.922 1.640 0.633  0.00
37 C -4.440 0.107 -1.999  -1.16
38 H -5.470 0.023 -1.604  0.34
39 H -4.332 1.120 -2.496  0.35
40 H -4.271 -0.653 -2.792  0.38
41 F 0.972 -0.603 3.361  -0.40
42 C 0.607 0.731 3.247  0.63
43 C 0.440 1.230 1.981  0.00
44 C 0.017 2.601 1.963  0.26
45 F -0.188 3.241 0.774  -0.36
46 C -0.210 3.355 3.161  -0.24
47 F -0.641 4.652 3.097  -0.26
48 C -0.006 2.781 4.387  0.78
49 F -0.221 3.507 5.522  -0.25
50 C 0.415 1.439 4.486  -0.23
51 F 0.613 0.899 5.671  -0.24

Cartesian forces, eV/Å:
-3.06 0.58 1.06
1.13 -0.45 -2.66
-1.04 2.46 -1.48
-0.17 -0.17 0.17
0.39 -1.24 0.75
-0.73 1.50 -1.03
0.49 -1.19 1.57
-0.46 -0.37 -0.27
0.25 0.57 0.10
-0.45 -0.75 -0.81
2.35 1.84 -1.60
0.90 -0.14 0.19
0.14 0.55 -0.40
0.01 -0.50 0.54
-0.17 0.02 -0.03
-0.10 0.33 0.15
0.70 -0.83 0.88
0.18 0.09 0.35
-0.54 -0.45 0.22
0.21 0.93 -0.66
0.32 -0.45 0.46
-1.14 -1.69 0.18
2.94 -3.37 5.71
-1.52 0.54 0.24
-0.25 -0.56 -0.25
-0.48 -0.19 -0.14
0.34 0.30 -0.43
0.17 -0.24 0.12
0.08 -0.27 0.76
0.40 0.39 -0.36
-0.36 0.34 0.56
0.08 -0.78 -0.08
-0.35 1.54 -0.80
0.26 0.65 1.01
0.93 -0.18 -0.49
-0.78 -0.30 -0.44
-0.70 2.68 -3.26
0.73 -0.06 -0.03
-0.92 -0.80 -0.24
-0.23 0.37 0.59
0.31 -0.68 -0.31
-0.61 1.88 2.51
-0.34 1.27 -0.05
0.14 -0.03 0.75
0.27 -0.62 0.92
-0.43 1.02 -2.53
0.67 -1.90 -0.04
0.13 -0.41 2.15
0.36 -1.16 -1.71
-0.05 0.13 -1.61
0.01 -0.17 -0.26

=====

Q: The highest DFT total energy belongs to which entry?
A: C17H22N4O

=====

Q: Number 5 is which compound?
A: C17H23CeF5NO2P2

=====

Q: What is the 2S+1 in the third record?
A: 1